#w
Below is the ion C3H10N2O with charge +1, with properties calculated with ωB97M-V/def2-TZVPD.

Gap between HOMO and LUMO (spin up / spin down) = 0.4395 / 0.2391 hartree
LUMO level (spin up / spin down) = -2.96 / -8.06 eV
E_HOMO (spin up / spin down) = -14.9 / -14.6 eV

```
! wB97M-V def2-TZVPD RIJCOSX def2/J DEFGRID3
* xyz 1 2
C -0.562 0.597 -0.706
N -1.009 -0.681 -0.334
C -0.080 -1.649 0.113
O 0.648 -2.244 -0.935
C -0.094 1.531 0.538
N 1.300 1.573 0.708
H -1.358 1.069 -1.291
H 0.340 0.571 -1.325
H -1.867 -0.611 0.196
H 0.691 -1.276 0.823
H -0.617 -2.413 0.689
H -0.005 -2.604 -1.544
H -0.506 2.539 0.462
H -0.500 0.907 1.336
H 1.873 1.734 -0.110
H 1.746 0.959 1.382
*
```

=====

#x
Below is the ion C3H10N2O with charge +1, with properties calculated with ωB97M-V/def2-TZVPD.

Gap between HOMO and LUMO (spin up / spin down) = 0.4338 / 0.2321 hartree
LUMO level (spin up / spin down) = -3.35 / -8.75 eV
E_HOMO (spin up / spin down) = -15.2 / -15.1 eV

```
! wB97M-V def2-TZVPD RIJCOSX def2/J DEFGRID3
* xyz 1 2
C -0.561 0.611 -0.525
C -1.765 -0.032 0.184
O -2.921 -0.237 -0.582
N 0.621 0.561 0.288
C 1.768 -0.364 -0.186
N 2.856 -0.378 0.756
H -0.452 0.111 -1.497
H -0.853 1.648 -0.761
H -2.067 0.695 0.929
H -1.426 -0.955 0.694
H -2.627 -0.617 -1.432
H 0.370 0.052 1.148
H 1.280 -1.347 -0.137
H 2.025 -0.018 -1.182
H 3.192 0.562 0.908
H 2.575 -0.871 1.594
*
```

=====

We find #w to be the most stable, with the next structure 0.898 eV higher.

=====

#w
Below is an isolated molecule of C5H8O4, with properties calculated with ωB97M-V/def2-TZVPD.

Gap between HOMO and LUMO = 0.4077 hartree
LUMO level = 0.42 eV
E_HOMO = -10.7 eV

```
! wB97M-V def2-TZVPD RIJCOSX def2/J DEFGRID3
* xyz 0 1
C 0.569 1.191 1.352
C 0.185 -0.110 0.364
C 0.799 -1.252 1.202
C -1.229 -0.308 0.318
C 0.989 0.102 -0.990
H 0.145 1.025 2.371
H 1.633 1.198 1.512
H 0.089 2.163 1.002
H 0.432 -1.256 2.279
H 1.938 -0.974 1.255
H 0.533 -2.156 0.884
H -2.810 0.364 -0.213
H -0.517 0.984 -1.825
O -1.876 0.720 -0.255
O -1.810 -1.260 0.667
O 0.407 0.878 -1.964
O 2.115 -0.225 -1.040
*
```

=====

#x
Below is an isolated molecule of C5H8O4, with properties calculated with ωB97M-V/def2-TZVPD.

Gap between HOMO and LUMO = 0.3295 hartree
LUMO level = 0.56 eV
E_HOMO = -8.4 eV

```
! wB97M-V def2-TZVPD RIJCOSX def2/J DEFGRID3
* xyz 0 1
C 0.926 -0.936 1.361
C -1.729 -0.559 -0.305
C 0.615 0.713 -0.499
C -0.952 0.643 0.110
C 1.031 0.318 0.862
O 0.912 2.009 -0.873
O 0.891 -0.213 -1.501
O 0.969 -2.078 0.636
O -1.444 1.699 0.469
H 1.216 0.286 -2.262
H 0.190 2.574 -0.535
H 0.969 -1.861 -0.306
H 1.086 -1.113 2.415
H 1.145 1.137 1.555
H -1.215 -1.230 -0.989
H -1.928 -1.149 0.597
H -2.682 -0.241 -0.738
*
```

=====

We find #w to be the most stable, with the next structure 1.482 eV higher.

=====

#w
Below is a structure of composition CHN2O3P, with properties calculated with ωB97M-V/def2-TZVPD.

Gap between HOMO and LUMO = 0.2533 hartree
LUMO level = 7.28 eV
E_HOMO = 0.4 eV

```
! wB97M-V def2-TZVPD RIJCOSX def2/J DEFGRID3
* xyz -2 1
C -0.137 0.458 2.447
N -0.315 1.008 3.504
N -0.139 0.099 1.231
O -0.871 -2.333 0.485
O 1.679 -1.737 0.779
O 0.169 -0.673 -1.062
P 0.297 -1.313 0.474
H -0.417 -0.111 -0.530
*
```

=====

#x
Below is the ion CHN2O3P with charge -2, with properties calculated with ωB97M-V/def2-TZVPD.

Gap between HOMO and LUMO = 0.2628 hartree
LUMO level = 7.40 eV
E_HOMO = 0.2 eV

```
! wB97M-V def2-TZVPD RIJCOSX def2/J DEFGRID3
* xyz -2 1
C -0.460 1.718 -0.427
N -0.830 2.764 -0.815
N -0.125 0.648 0.202
O 0.568 -1.529 1.430
O 1.794 -1.204 -0.757
O -0.740 -1.711 -0.745
P 0.483 -1.159 -0.017
H -0.689 0.473 1.130
*
```

=====

#y
Below is a cluster of 2 separate species, CHN2O3P in total, with properties calculated with ωB97M-V/def2-TZVPD.

Gap between HOMO and LUMO = 0.2359 hartree
LUMO level = 7.48 eV
E_HOMO = 1.1 eV

```
! wB97M-V def2-TZVPD RIJCOSX def2/J DEFGRID3
* xyz -2 1
C 0.887 -0.926 -0.373
N 2.212 -0.280 0.299
N 1.699 -1.404 0.607
O -0.881 1.579 -1.062
O -2.620 0.085 0.103
O -1.141 1.420 1.581
P -1.369 0.897 0.195
H 1.212 -1.370 -1.350
*
```

=====

We find #x to be the most stable, with the next structure 0.131 eV higher.

=====

#w
Below is a cluster of 2 separate species, C7H9O2P in total, with properties calculated with ωB97M-V/def2-TZVPD.

Gap between HOMO and LUMO (spin up / spin down) = 0.2584 / 0.2814 hartree
LUMO level (spin up / spin down) = -0.10 / 0.80 eV
E_HOMO (spin up / spin down) = -7.1 / -6.9 eV

```
! wB97M-V def2-TZVPD RIJCOSX def2/J DEFGRID3
* xyz 0 1
C 2.528 0.238 0.300
C 1.741 0.425 1.445
C 2.054 0.628 -0.906
C 0.402 0.781 1.202
C 0.790 1.146 -1.122
C -0.035 1.188 -0.029
C -1.926 -1.372 -1.092
O -2.057 -1.783 0.186
O -2.398 0.962 1.186
P -1.827 1.459 -0.272
H 3.559 -0.035 0.382
H 2.038 0.454 2.472
H 2.621 0.601 -1.820
H -0.210 1.052 2.068
H 0.483 1.249 -2.202
H -0.993 -1.128 -1.551
H -2.793 -1.607 -1.577
H -1.204 -1.669 0.524
H -3.367 1.101 0.940
*
```

=====

#x
Below is an isolated molecule of C7H9O2P, with properties calculated with ωB97M-V/def2-TZVPD.

Gap between HOMO and LUMO = 0.3105 hartree
LUMO level = -0.38 eV
E_HOMO = -8.8 eV

```
! wB97M-V def2-TZVPD RIJCOSX def2/J DEFGRID3
* xyz 0 1
C 0.396 -0.981 0.433
C -0.941 -1.263 0.302
C -0.131 1.487 0.286
C 0.739 0.413 0.147
C 2.198 0.915 0.118
C -1.831 -0.186 -0.315
C -1.602 1.180 0.122
O 2.589 2.043 0.247
O 4.099 -1.045 0.683
P 3.456 -0.373 -0.440
H 0.997 -1.801 0.830
H -1.345 -2.075 0.856
H 0.392 2.467 0.290
H -1.713 -0.083 -1.398
H -2.793 -0.484 -0.222
H -2.029 1.420 1.070
H -1.944 2.055 -0.487
H 2.574 -1.003 -1.361
H 4.262 0.320 -1.380
*
```

=====

We find #x to be the most stable, with the next structure 0.699 eV higher.

=====

#w
Below is a cluster of 2 separate species, C2H10NOS2 in total, with properties calculated with ωB97M-V/def2-TZVPD.

Gap between HOMO and LUMO = 0.3542 hartree
LUMO level = -3.40 eV
E_HOMO = -13.0 eV

```
! wB97M-V def2-TZVPD RIJCOSX def2/J DEFGRID3
* xyz 1 1
N -1.248 -0.083 -0.790
C -1.197 -0.086 0.704
C 0.062 0.589 1.250
S 0.381 2.117 0.375
S 2.252 2.713 0.899
H -0.439 -0.566 -1.223
H -1.182 0.860 -1.180
H -2.138 -0.496 -1.105
H -1.221 -1.129 0.989
H -2.104 0.367 1.105
H 0.046 0.523 2.328
H 0.872 -0.142 1.090
H 2.992 1.965 0.059
H 1.555 -1.806 -1.126
H 0.657 -2.883 -1.792
O 0.710 -1.943 -1.583
*
```

=====

#x
Below is a cluster of 2 separate species, C2H10NOS2 in total, with properties calculated with ωB97M-V/def2-TZVPD.

Gap between HOMO and LUMO = 0.3101 hartree
LUMO level = -3.93 eV
E_HOMO = -12.4 eV

```
! wB97M-V def2-TZVPD RIJCOSX def2/J DEFGRID3
* xyz 1 1
S -1.692 0.374 0.475
S -3.029 -1.130 0.949
H -2.497 1.049 -0.360
H -3.375 -0.674 2.163
C 1.458 0.071 -0.456
O 1.390 -1.301 -0.199
C 2.848 0.325 -1.015
N 3.127 1.811 -0.964
H 1.265 0.662 0.451
H 0.711 0.381 -1.195
H 0.456 -1.511 -0.036
H 3.602 -0.182 -0.421
H 2.938 0.027 -2.056
H 3.156 2.141 0.003
H 2.362 2.323 -1.410
H 3.991 2.062 -1.446
*
```

=====

We find #w to be the most stable, with the next structure 0.775 eV higher.

=====

#w
Below is a structure of composition C26H29Cl2N5OSeV, with properties calculated with ωB97M-V/def2-TZVPD.

Gap between HOMO and LUMO (spin up / spin down) = 0.2164 / 0.2362 hartree
LUMO level (spin up / spin down) = -3.80 / -3.26 eV
E_HOMO (spin up / spin down) = -9.7 / -9.7 eV

```
! wB97M-V def2-TZVPD RIJCOSX def2/J DEFGRID3
* xyz 1 3
V 1.305 -1.117 0.824
C -4.288 2.211 0.223
C -3.481 2.928 -0.820
C -3.887 4.156 -1.334
C -3.135 4.824 -2.288
C -1.962 4.263 -2.769
C -1.546 3.032 -2.289
C -2.293 2.386 -1.311
N -1.871 1.109 -0.823
C -0.674 0.833 -0.275
N 0.123 1.865 0.023
C 1.492 1.879 0.383
C 2.179 0.714 0.714
C 3.537 0.849 1.029
C 4.170 2.075 1.022
C 3.444 3.216 0.699
C 2.102 3.148 0.371
C 1.337 4.392 0.018
N -0.331 -0.431 -0.012
C -1.262 -1.463 -0.403
C -1.042 -2.118 -1.610
C -1.894 -3.133 -2.012
C -2.953 -3.496 -1.194
C -3.158 -2.848 0.013
C -2.320 -1.820 0.439
C -2.559 -1.154 1.766
H -5.143 2.810 0.528
H -3.689 1.999 1.111
H -4.675 1.257 -0.148
H -4.808 4.594 -0.971
H -3.473 5.780 -2.665
H -1.383 4.769 -3.530
H -0.656 2.558 -2.686
H -2.505 0.327 -0.904
H -0.283 2.768 -0.175
H 4.118 -0.031 1.284
H 5.220 2.154 1.267
H 3.934 4.182 0.695
H 1.980 5.266 0.083
H 0.494 4.566 0.694
H 0.941 4.356 -1.002
H -0.202 -1.829 -2.228
H -1.713 -3.651 -2.944
H -3.616 -4.298 -1.489
H -3.979 -3.155 0.650
H -2.810 -1.896 2.524
H -3.399 -0.458 1.721
H -1.693 -0.587 2.109
Cl 1.238 -1.068 3.187
C 0.515 -2.728 3.481
Cl 0.408 -3.558 1.932
H -0.457 -2.547 3.921
H 1.210 -3.226 4.146
C 4.792 -2.988 0.766
C 3.707 -2.863 -0.247
N 3.800 -3.504 -1.391
O 2.680 -2.163 -0.032
H 5.773 -2.978 0.293
H 4.652 -3.957 1.253
H 4.725 -2.187 1.495
H 4.522 -4.199 -1.505
H 2.937 -3.642 -1.907
Se 0.699 -4.921 -0.816
C 2.099 -5.505 0.219
N 3.004 -5.749 0.903
*
```

=====

#x
Below is a structure of composition C26H29Cl2N5OSeV, with properties calculated with ωB97M-V/def2-TZVPD.

Gap between HOMO and LUMO (spin up / spin down) = 0.2214 / 0.2411 hartree
LUMO level (spin up / spin down) = -3.72 / -3.18 eV
E_HOMO (spin up / spin down) = -9.7 / -9.7 eV

```
! wB97M-V def2-TZVPD RIJCOSX def2/J DEFGRID3
* xyz 1 3
V 0.561 0.933 0.280
C 6.504 -1.560 0.222
C 5.839 -2.661 1.000
C 6.578 -3.569 1.751
C 5.961 -4.577 2.476
C 4.580 -4.710 2.450
C 3.824 -3.830 1.694
C 4.452 -2.810 0.989
N 3.667 -1.905 0.208
C 2.722 -1.079 0.690
N 2.603 -0.998 2.020
C 1.599 -0.379 2.802
C 0.632 0.448 2.238
C -0.315 1.013 3.102
C -0.299 0.759 4.459
C 0.684 -0.071 4.986
C 1.646 -0.653 4.180
C 2.703 -1.548 4.769
N 1.967 -0.358 -0.148
C 2.183 -0.570 -1.562
C 1.403 -1.522 -2.210
C 1.575 -1.759 -3.562
C 2.519 -1.027 -4.267
C 3.286 -0.073 -3.618
C 3.141 0.173 -2.255
C 3.997 1.214 -1.584
H 7.577 -1.559 0.399
H 6.111 -0.582 0.506
H 6.349 -1.678 -0.854
H 7.656 -3.476 1.770
H 6.561 -5.266 3.055
H 4.095 -5.506 2.999
H 2.747 -3.938 1.633
H 3.824 -1.863 -0.789
H 3.262 -1.570 2.530
H -1.085 1.665 2.703
H -1.043 1.200 5.110
H 0.703 -0.272 6.050
H 2.576 -1.626 5.846
H 3.712 -1.164 4.591
H 2.655 -2.562 4.362
H 0.660 -2.070 -1.643
H 0.959 -2.491 -4.066
H 2.650 -1.189 -5.328
H 4.012 0.503 -4.180
H 4.087 2.096 -2.220
H 5.010 0.844 -1.411
H 3.596 1.520 -0.617
Cl 1.381 3.141 0.726
C 1.379 3.788 -0.976
Cl 0.652 2.557 -2.006
H 2.416 3.969 -1.235
H 0.779 4.691 -0.959
C -3.396 1.818 0.384
C -2.564 0.746 -0.229
N -3.133 -0.180 -0.966
O -1.312 0.709 -0.061
H -4.344 1.419 0.741
H -3.595 2.548 -0.406
H -2.866 2.298 1.201
H -4.100 -0.066 -1.226
H -2.531 -0.676 -1.621
Se -1.142 0.485 -3.547
C -2.198 1.858 -2.980
N -2.817 2.717 -2.504
*
```

=====

We find #x to be the most stable, with the next structure 0.109 eV higher.